Formula: C33H78O12
Source: OMol25
Level of theory: the ωB97M-V functional and the def2-TZVPD basis

Calculated values
LUMO: 0.37 eV
relative energy (zero: lowest compared OMol25 entry of this formula, charge and spin): 0.0 kcal per mole
gap between HOMO and LUMO: 0.3626 Eh
SMILES string: C1CCOC1.C1CCOC1.C1CCOC1.C1CCOC1.C1CCOC1.C1CCOC1.CC(C)O.CC(C)O.CC(C)O.O.O.O
highest occupied orbital energy: -9.50 eV

Bonds (Å) are listed after each position.
Positions of all 123 atoms, in Å:
1 C 1.33170 5.13027 -1.87273  C2 1.520, C5 1.542, H6 1.090, H7 1.088
2 C -0.04798 4.49734 -1.80099  C1 1.520, C3 1.532, H8 1.092, H9 1.090
3 C -0.37754 4.31022 -3.28531  C2 1.532, O4 1.412, H10 1.101, H11 1.091
4 O 0.83299 3.79251 -3.79654  C3 1.412, C5 1.444
5 C 1.92386 4.46779 -3.13297  C1 1.542, O4 1.444, H12 1.090, H13 1.088
6 H 1.89043 4.87768 -0.97164  C1 1.090
7 H 1.33091 6.20799 -2.02256  C1 1.088
8 H -0.79268 5.07333 -1.24857  C2 1.092
9 H -0.01086 3.50286 -1.35565  C2 1.090
10 H -0.64862 5.26499 -3.76112  C3 1.101
11 H -1.28197 3.71153 -3.40676  C3 1.091
12 H 2.28482 5.21768 -3.83764  C5 1.090
13 H 2.69803 3.73555 -2.91418  C5 1.088
14 C 4.31651 -2.91996 -1.82839  C15 1.520, C18 1.512, H19 1.092, H20 1.091
15 C 5.82601 -2.75739 -1.90349  C14 1.520, C16 1.564, H21 1.093, H22 1.091
16 C 6.06134 -1.89277 -3.18517  C15 1.564, O17 1.429, H23 1.093, H24 1.089
17 O 4.77309 -1.63043 -3.74398  C16 1.429, C18 1.425
18 C 3.91864 -2.66555 -3.26455  C14 1.512, O17 1.425, H25 1.094, H26 1.091
19 H 3.92288 -2.21053 -1.09719  C14 1.092
20 H 4.03719 -3.92225 -1.50027  C14 1.091
21 H 6.35759 -3.69451 -2.08708  C15 1.093
22 H 6.31780 -2.33838 -1.02444  C15 1.091
23 H 6.67314 -2.49849 -3.85855  C16 1.093
24 H 6.62209 -0.99633 -2.92306  C16 1.089
25 H 4.06347 -3.57833 -3.84977  C18 1.094
26 H 2.87853 -2.33561 -3.25953  C18 1.091
27 C 5.19435 0.80444 -0.07058  C28 1.523, C31 1.535, H32 1.093, H33 1.096
28 C 4.41908 0.26599 1.12511  C27 1.523, C29 1.523, H34 1.095, H35 1.089
29 C 5.34374 -0.83355 1.63065  C28 1.523, O30 1.439, H36 1.095, H37 1.090
30 O 6.67239 -0.32128 1.42394  C29 1.439, C31 1.416
31 C 6.65997 0.51717 0.28291  C27 1.535, O30 1.416, H38 1.097, H39 1.091
32 H 5.00110 1.85154 -0.31819  C27 1.093
33 H 4.92594 0.34179 -1.02672  C27 1.096
34 H 3.46444 -0.21419 0.88803  C28 1.095
35 H 4.20930 1.04118 1.86049  C28 1.089
36 H 5.35537 -1.77476 1.07084  C29 1.095
37 H 5.25451 -1.00132 2.70366  C29 1.090
38 H 7.09983 -0.01690 -0.56851  C31 1.097
39 H 7.20979 1.45906 0.32077  C31 1.091
40 C 0.97969 -0.15580 4.51462  C41 1.555, C44 1.529, H45 1.088, H46 1.088
41 C 1.85755 -1.00758 5.47536  C40 1.555, C42 1.534, H47 1.087, H48 1.087
42 C 2.18480 -2.25513 4.64426  C41 1.534, O43 1.415, H49 1.098, H50 1.091
43 O 2.07335 -1.85030 3.29289  C42 1.415, C44 1.411
44 C 1.00832 -0.92936 3.19651  C40 1.529, O43 1.411, H51 1.102, H52 1.093
45 H 1.38744 0.84884 4.42332  C40 1.088
46 H -0.04733 -0.09034 4.86925  C40 1.088
47 H 1.28901 -1.25678 6.36721  C41 1.087
48 H 2.77363 -0.46306 5.68833  C41 1.087
49 H 1.54490 -3.11007 4.90018  C42 1.098
50 H 3.19370 -2.65164 4.76875  C42 1.091
51 H 0.06514 -1.46011 2.99073  C44 1.102
52 H 1.15468 -0.33469 2.29174  C44 1.093
53 C -6.05665 -0.76169 -0.21357  C54 1.530, C57 1.546, H58 1.088, H59 1.093
54 C -4.73909 -0.81800 0.56252  C53 1.530, C55 1.539, H60 1.089, H61 1.093
55 C -3.77364 -1.46765 -0.44439  C54 1.539, O56 1.424, H62 1.093, H63 1.088
56 O -4.18913 -0.87785 -1.67198  C55 1.424, C57 1.411
57 C -5.59292 -0.73526 -1.68798  C53 1.546, O56 1.411, H64 1.092, H65 1.094
58 H -6.67376 0.08972 0.06738  C53 1.088
59 H -6.66800 -1.63012 0.04444  C53 1.093
60 H -4.82974 -1.33933 1.51383  C54 1.089
61 H -4.38621 0.20705 0.69798  C54 1.093
62 H -3.87110 -2.55668 -0.45418  C55 1.093
63 H -2.73832 -1.17783 -0.28027  C55 1.088
64 H -6.06505 -1.45865 -2.35682  C57 1.092
65 H -5.87262 0.23685 -2.10474  C57 1.094
66 C -0.79432 -3.56469 -0.27342  C67 1.523, C70 1.525, H71 1.092, H72 1.092
67 C 0.66972 -3.26807 0.02285  C66 1.523, C68 1.549, H73 1.094, H74 1.090
68 C 1.04027 -4.41260 0.99914  C67 1.549, O69 1.435, H75 1.090, H76 1.088
69 O 0.04650 -5.43220 0.82242  C68 1.435, C70 1.430
70 C -0.77613 -5.08988 -0.29591  C66 1.525, O69 1.430, H77 1.089, H78 1.092
71 H -1.14310 -3.16555 -1.22781  C66 1.092
72 H -1.45350 -3.25474 0.54011  C66 1.092
73 H 0.70106 -2.28634 0.50381  C67 1.094
74 H 1.24466 -3.24530 -0.90276  C67 1.090
75 H 0.89893 -4.01216 2.00339  C68 1.090
76 H 2.06724 -4.72012 0.81060  C68 1.088
77 H -1.77776 -5.47133 -0.10262  C70 1.089
78 H -0.33854 -5.46600 -1.22306  C70 1.092
79 O 1.57924 -0.33523 -5.11416  H80 0.965, H81 0.965
80 H 2.50945 -0.08760 -5.18172  O79 0.965
81 H 1.09776 0.36950 -5.56530  O79 0.965
82 O -0.39576 -2.23775 -4.32919  H83 0.975, H84 0.980
83 H 0.40039 -1.74612 -4.60202  O82 0.975
84 H -1.03190 -1.55160 -4.03778  O82 0.980
85 O -2.45332 -0.28094 -3.79002  H86 0.976, H87 0.971
86 H -2.94998 -0.50707 -2.98096  O85 0.976
87 H -1.86178 0.44308 -3.52845  O85 0.971
88 C -3.75626 3.11200 0.09807  C89 1.518, H92 1.094, H93 1.096, H94 1.093
89 C -5.00485 3.84558 0.55191  C88 1.518, C90 1.517, O91 1.441, H95 1.090
90 C -6.21436 2.94889 0.74123  C89 1.517, H96 1.096, H97 1.097, H98 1.088
91 O -4.70742 4.47287 1.81505  C89 1.441, H99 0.973
92 H -2.90219 3.78368 -0.02710  C88 1.094
93 H -3.86610 2.61319 -0.87194  C88 1.096
94 H -3.38428 2.36007 0.79854  C88 1.093
95 H -5.24665 4.69259 -0.08930  C89 1.090
96 H -5.98353 1.99503 1.22908  C90 1.096
97 H -6.63912 2.60530 -0.21008  C90 1.097
98 H -6.99982 3.42761 1.32191  C90 1.088
99 H -4.34621 3.76689 2.37939  O91 0.973
100 C 1.53774 0.21437 -1.67838  C101 1.516, H104 1.097, H105 1.094, H106 1.089
101 C 0.02634 0.29132 -1.58326  C100 1.516, C102 1.518, O103 1.429, H107 1.094
102 C -0.47470 0.61342 -0.18698  C101 1.518, H108 1.091, H109 1.092, H110 1.099
103 O -0.43350 1.23231 -2.55526  C101 1.429, H111 0.967
104 H 1.85548 -0.60711 -1.02445  C100 1.097
105 H 2.00387 1.13341 -1.31093  C100 1.094
106 H 1.92646 -0.02513 -2.66655  C100 1.089
107 H -0.40962 -0.66832 -1.87565  C101 1.094
108 H -0.23011 -0.22137 0.47093  C102 1.091
109 H -1.53092 0.88690 -0.14180  C102 1.092
110 H 0.00343 1.51043 0.23019  C102 1.099
111 H 0.23065 1.90504 -2.75704  O103 0.967
112 C -2.51344 0.66120 3.35904  C113 1.523, H116 1.090, H117 1.088, H118 1.096
113 C -3.87828 1.02090 3.93228  C112 1.523, C114 1.523, O115 1.438, H119 1.096
114 C -4.00641 0.82571 5.43728  C113 1.523, H120 1.092, H121 1.089, H122 1.093
115 O -4.08011 2.42587 3.69944  C113 1.438, H123 0.963
116 H -1.65404 1.11571 3.85236  C112 1.090
117 H -2.47394 0.85341 2.28902  C112 1.088
118 H -2.36447 -0.40724 3.55069  C112 1.096
119 H -4.63436 0.41569 3.42014  C113 1.096
120 H -5.04134 1.03309 5.71850  C114 1.092
121 H -3.29377 1.47167 5.94857  C114 1.089
122 H -3.80135 -0.20020 5.75417  C114 1.093
123 H -4.71172 2.75509 4.34819  O115 0.963